This record from the OMol25 dataset describes a 2-piece molecular cluster, C2HCl4OPS overall in a non-equilibrium geometry. The level of theory is the ωB97M-V functional and the def2-TZVPD basis.

XYZ file:
```
10
Properties=species:S:1:pos:R:3:forces:R:3
O 3.322 -2.896 -3.153 -0.709 0.590 -0.131
P 2.508 -1.678 -3.220 1.101 -0.907 -0.958
Cl 1.959 -1.068 -5.081 0.428 -0.032 0.334
Cl 3.603 -0.144 -2.516 -0.736 0.029 0.037
Cl 0.693 -1.862 -2.454 -0.208 0.310 0.363
S 2.322 -2.149 0.429 0.089 0.249 0.262
C 1.816 -0.680 0.419 0.631 -2.047 0.142
C 1.378 0.520 0.371 0.262 2.834 0.181
Cl -0.246 0.853 -0.146 0.148 0.056 0.094
H 2.048 1.394 0.621 -1.005 -1.082 -0.324
```
Positions in Å, forces in eV/Å.

Calculated values
SMILES: O=P(Cl)(Cl)Cl.S=C=CCl
LUMO: -0.0370 hartree
Kohn-Sham gap: 7.9 eV
charge: 0
energy above the lowest of the compared OMol25 structures with the same formula, charge and spin: 49.5 kJ/mol
highest occupied orbital energy: -8.88 eV
multiplicity: 1

natural (NBO) atomic charge list, values in e, 2 entries: O -1.019; P 1.645

---

This record from the OMol25 dataset describes a 2-piece molecular cluster, C2HClF2O overall in a non-equilibrium geometry. The level of theory is the ωB97M-V functional and the def2-TZVPD basis.

XYZ file:
```
7
Properties=species:S:1:pos:R:3:forces:R:3
C -0.456 0.946 -0.719 0.822 0.055 -1.506
C -1.114 -0.216 -0.124 -0.082 -0.650 -0.035
O -1.124 1.082 0.378 -0.861 0.101 1.428
F -0.502 -1.129 0.623 -0.155 0.252 -0.023
F -2.289 -0.686 -0.536 0.120 0.222 0.084
Cl 2.313 0.262 0.587 0.186 0.004 0.066
H 3.170 -0.258 -0.208 -0.030 0.017 -0.014
```
Positions in Å, forces in eV/Å.

Calculated values
LUMO: -0.0023 hartree
Kohn-Sham gap: 10.3 eV
charge: 0
energy above the lowest of the compared OMol25 structures with the same formula, charge and spin: 288.7 kJ/mol
highest occupied orbital energy: -10.36 eV
multiplicity: 1

natural (NBO) atomic charge list, values in e, 2 entries: C 0.272; C 0.713

---

This record from the OMol25 dataset describes one molecule with the formula C2HClFN in a non-equilibrium geometry. The level of theory is the ωB97M-V functional and the def2-TZVPD basis.

XYZ file:
```
6
Properties=species:S:1:pos:R:3:forces:R:3
N 0.886 0.710 1.894 -7.290 -6.588 -7.455
C 0.135 0.047 1.047 7.763 6.917 9.847
C -0.367 -0.285 -0.211 3.205 1.725 -4.151
F 0.316 -1.225 -0.871 0.058 -3.103 0.952
Cl 0.368 1.061 -1.329 -0.933 1.169 0.501
H -1.337 -0.309 -0.530 -2.802 -0.120 0.306
```
Positions in Å, forces in eV/Å.

Calculated values
SMILES: N#C[C@H](F)Cl
LUMO: -0.0398 hartree
Kohn-Sham gap: 10.2 eV
charge: 0
energy above the lowest of the compared OMol25 structures with the same formula, charge and spin: 223.8 kJ/mol
highest occupied orbital energy: -11.33 eV
multiplicity: 1

natural (NBO) atomic charge list, values in e, 2 entries: N -0.165; C 0.172

---

This record from the OMol25 dataset describes a 2-piece molecular cluster, C2HClFN3S overall in a non-equilibrium geometry. The level of theory is the ωB97M-V functional and the def2-TZVPD basis.

XYZ file:
```
9
Properties=species:S:1:pos:R:3:forces:R:3
C -1.630 0.054 -0.029 1.289 -0.219 -1.023
C 1.297 -0.749 0.796 -1.702 -2.292 -0.960
N -1.091 0.832 -0.794 1.654 0.627 0.107
N 0.864 -1.651 0.092 -0.982 3.936 3.061
N -0.292 1.328 -1.600 -0.693 0.127 -0.394
F 0.892 1.904 -0.963 -1.197 -0.784 0.332
S 1.422 0.326 1.890 0.580 1.063 0.716
Cl -2.819 0.186 1.053 -1.264 0.383 0.880
H 1.358 -2.230 -0.444 2.314 -2.842 -2.720
```
Positions in Å, forces in eV/Å.

Calculated values
LUMO: -0.0087 hartree
Kohn-Sham gap: 9.0 eV
charge: 0
energy above the lowest of the compared OMol25 structures with the same formula, charge and spin: 154.5 kJ/mol
highest occupied orbital energy: -9.21 eV
multiplicity: 1

natural (NBO) atomic charge list, values in e, 2 entries: C 0.118; C 0.205

---

This record from the OMol25 dataset describes a 2-piece molecular cluster, C2HClFO2 overall in a non-equilibrium geometry. The level of theory is the ωB97M-V functional and the def2-TZVPD basis.

XYZ file:
```
7
Properties=species:S:1:pos:R:3:forces:R:3
C -1.022 -1.248 1.430 1.863 -0.192 1.844
C 0.614 1.438 -0.954 2.076 0.774 0.480
O -2.073 -1.455 1.041 -2.468 -0.307 -1.181
O -0.058 -1.202 2.081 0.365 0.226 0.035
F 0.948 1.552 -2.379 -0.195 -0.464 0.656
Cl -0.093 -0.284 -0.722 -0.049 -0.465 -0.999
H 1.683 1.198 -0.497 -1.591 0.427 -0.835
```
Positions in Å, forces in eV/Å.

Calculated values
LUMO: 0.1320 hartree
Kohn-Sham gap: 6.1 eV
charge: -1
energy above the lowest of the compared OMol25 structures with the same formula, charge and spin: 182.4 kJ/mol
highest occupied orbital energy: -2.53 eV
multiplicity: 1

natural (NBO) atomic charge list, values in e, 2 entries: C 1.038; C -0.225

---

This record from the OMol25 dataset describes a 2-piece molecular cluster, C2HClN2S overall in a non-equilibrium geometry. The level of theory is the ωB97M-V functional and the def2-TZVPD basis.

XYZ file:
```
7
Properties=species:S:1:pos:R:3:forces:R:3
S -1.288 1.231 -0.518 -0.196 0.390 -0.815
C -1.227 -0.324 -0.373 -0.287 0.476 1.060
N -1.262 -1.390 0.169 0.169 -0.634 -0.117
Cl -1.284 -2.982 -0.249 0.022 -0.204 -0.207
C 1.794 1.245 0.316 -0.563 -0.835 0.288
N 1.927 0.459 1.138 0.551 0.130 0.232
H 1.340 1.762 -0.483 0.303 0.677 -0.441
```
Positions in Å, forces in eV/Å.

Calculated values
SMILES: S=C=NCl.C#N
LUMO: -0.0249 hartree
Kohn-Sham gap: 9.1 eV
charge: 0
energy above the lowest of the compared OMol25 structures with the same formula, charge and spin: 143.1 kJ/mol
highest occupied orbital energy: -9.75 eV
multiplicity: 1

natural (NBO) atomic charge list, values in e, 2 entries: S 0.029; C 0.225

---

This record from the OMol25 dataset describes a 2-piece molecular cluster, C2HClN2S overall in a non-equilibrium geometry. The level of theory is the ωB97M-V functional and the def2-TZVPD basis.

XYZ file:
```
7
Properties=species:S:1:pos:R:3:forces:R:3
S -3.447 -1.939 -0.270 -0.593 0.058 -0.200
C -3.882 -0.467 0.057 1.033 2.186 1.046
N -3.967 0.643 0.577 -0.489 -1.162 -0.804
Cl -3.895 2.259 0.082 -0.199 -1.069 0.005
C -0.224 0.138 -0.269 2.531 -0.708 0.332
N -1.146 0.772 -0.224 -3.065 1.561 -0.203
H 0.777 -0.132 -0.135 0.783 -0.866 -0.175
```
Positions in Å, forces in eV/Å.

Calculated values
SMILES: S=C=NCl.C#N
LUMO: -0.0154 hartree
Kohn-Sham gap: 8.8 eV
charge: 0
energy above the lowest of the compared OMol25 structures with the same formula, charge and spin: 147.6 kJ/mol
highest occupied orbital energy: -9.26 eV
multiplicity: 1

natural (NBO) atomic charge list, values in e, 2 entries: S 0.050; C 0.217

---

This record from the OMol25 dataset describes an isolated ion of composition C2HClNO2 and charge -1 in a non-equilibrium geometry. The level of theory is the ωB97M-V functional and the def2-TZVPD basis.

XYZ file:
```
7
Properties=species:S:1:pos:R:3:forces:R:3
O -1.548 0.526 1.210 0.122 0.284 1.184
C -1.199 0.324 0.053 -0.273 -0.651 -0.090
O -1.862 0.385 -0.987 0.628 -0.031 -0.722
C 0.246 -0.324 -0.046 1.700 1.887 0.717
N 1.234 0.556 0.014 -2.259 -2.516 -0.926
Cl 2.985 -0.010 -0.266 -0.959 -0.353 0.370
H 0.143 -1.457 0.022 1.041 1.378 -0.534
```
Positions in Å, forces in eV/Å.

Calculated values
SMILES: O=C([O-])/C=N/Cl
LUMO: 0.1311 hartree
Kohn-Sham gap: 8.3 eV
charge: -1
energy above the lowest of the compared OMol25 structures with the same formula, charge and spin: 229.4 kJ/mol
highest occupied orbital energy: -4.78 eV
multiplicity: 1

natural (NBO) atomic charge list, values in e, 2 entries: O -0.725; C 0.731

---

This record from the OMol25 dataset describes a 2-piece molecular cluster, C2HClO overall in a non-equilibrium geometry. The level of theory is the ωB97M-V functional and the def2-TZVPD basis.

XYZ file:
```
5
Properties=species:S:1:pos:R:3:forces:R:3
C -0.338 -0.827 0.351 -1.364 0.967 -0.511
C 0.336 1.327 -0.828 0.882 0.527 3.187
O 0.113 1.217 -1.898 -0.728 -0.200 -3.615
Cl -0.469 -0.125 1.848 -0.209 0.222 0.776
H 0.358 -1.592 0.526 1.419 -1.516 0.162
```
Positions in Å, forces in eV/Å.

Calculated values
LUMO: -0.0386 hartree
Kohn-Sham gap: 8.2 eV
charge: 0
energy above the lowest of the compared OMol25 structures with the same formula, charge and spin: 276.6 kJ/mol
highest occupied orbital energy: -9.26 eV
multiplicity: 1

natural (NBO) atomic charge list, values in e, 2 entries: C -0.182; C 0.485

---

This record from the OMol25 dataset describes one molecule with the formula C2HClO4 in a non-equilibrium geometry. The level of theory is the ωB97M-V functional and the def2-TZVPD basis.

XYZ file:
```
8
Properties=species:S:1:pos:R:3:forces:R:3
C 0.624 1.065 0.252 -0.798 -1.645 -3.076
C -0.271 -0.266 -0.397 1.059 0.525 3.390
O 1.133 1.816 -0.529 -0.033 -0.171 1.002
O 0.487 0.946 1.499 1.938 2.557 0.744
O -0.391 -0.028 1.858 -1.555 -2.137 -1.021
O 0.270 -1.411 -0.558 0.594 -1.970 -1.974
Cl -1.793 0.035 -0.904 -1.326 0.276 -0.956
H -0.059 -2.158 -1.221 0.121 2.564 1.889
```
Positions in Å, forces in eV/Å.

Calculated values
LUMO (alpha / beta): -0.0304 / -0.0304 hartree
Kohn-Sham gap (alpha / beta): 8.1 / 8.1 eV
charge: 0
energy above the lowest of the compared OMol25 structures with the same formula, charge and spin: 687.7 kJ/mol
highest occupied orbital energy (alpha / beta): -8.89 / -8.89 eV
multiplicity: 1

natural (NBO) atomic charge list, values in e, 2 entries: C 0.788; C 0.378

---

This record from the OMol25 dataset describes C2HCoO2 as an isolated structure in a non-equilibrium geometry. The level of theory is the ωB97M-V functional and the def2-TZVPD basis.

XYZ file:
```
6
Properties=species:S:1:pos:R:3:forces:R:3
O 1.049 0.436 0.068 0.713 0.855 0.051
O -1.751 0.338 0.093 0.628 1.317 0.174
C 1.236 -0.728 -0.099 0.464 -1.355 -0.237
C -2.454 -0.549 -0.019 -1.078 -1.200 -0.150
H 2.214 -1.212 -0.321 -0.064 -0.012 0.056
Co -0.294 1.715 0.278 -0.663 0.395 0.106
```
Positions in Å, forces in eV/Å.

Calculated values
LUMO (alpha / beta): -0.4568 / -0.5187 hartree
Kohn-Sham gap (alpha / beta): 7.5 / 8.9 eV
charge: +2
energy above the lowest of the compared OMol25 structures with the same formula, charge and spin: 0.0 kJ/mol
highest occupied orbital energy (alpha / beta): -19.88 / -23.05 eV
multiplicity: 5

natural (NBO) atomic charge list, values in e, 2 entries: O -0.741; O -0.778

---

This record from the OMol25 dataset describes C2HCrO4 as an isolated structure in a non-equilibrium geometry. The level of theory is the ωB97M-V functional and the def2-TZVPD basis.

XYZ file:
```
8
Properties=species:S:1:pos:R:3:forces:R:3
O -4.322 0.549 0.491 0.676 0.018 0.056
C -3.197 0.539 0.547 -0.552 -0.055 -0.077
H -0.335 -0.270 0.188 0.986 -3.824 -2.375
O 0.133 -1.056 -0.503 -2.140 0.536 1.227
C 1.347 -0.640 -0.331 -4.684 5.912 -0.052
O 1.993 -0.066 -1.267 2.710 -2.218 -0.528
O 1.349 0.078 0.770 3.797 -0.365 1.721
Cr 3.032 0.864 0.104 -0.793 -0.003 0.028
```
Positions in Å, forces in eV/Å.

Calculated values
LUMO (alpha / beta): -0.2366 / -0.2365 hartree
Kohn-Sham gap (alpha / beta): 9.7 / 9.7 eV
charge: +1
highest occupied orbital energy (alpha / beta): -16.13 / -16.13 eV
multiplicity: 5

natural (NBO) atomic charge list, values in e, 2 entries: O -0.455; C 0.462